Record 1
The following is a DFT calculation (ωB97M-V/def2-TZVPD) of a cluster of 2 separate species, C4H9O3 in total in a non-equilibrium geometry.

Properties
net charge	-1
maximum force	2.18	eV/A
HOMO	-4.37	eV
HOMO-LUMO gap	8.57	eV

Structure (XYZ):
```
16
C4H9O3, DFT ωB97M-V/def2-TZVPD
C -1.6148 -1.8501 2.0671
C -0.7082 -0.8792 1.2232
O -0.1073 -1.3157 0.2102
O -0.6764 0.2859 1.6851
H -1.2260 -1.8601 3.0845
H -1.7477 -2.8101 1.5964
H -2.5773 -1.3319 2.1171
C 1.3347 0.8099 -1.7584
C 1.6033 2.2477 -1.3004
O -0.0792 0.5781 -1.7968
H 1.5497 0.8496 -2.8383
H 1.7633 0.0228 -1.1366
H 2.6197 2.4103 -0.9199
H -0.2702 0.1015 -0.9645
H 1.0314 2.5323 -0.4121
H 1.2657 2.9388 -2.0749
```

Record 2
The following is a DFT calculation (ωB97M-V/def2-TZVPD) of a cluster of 2 separate species, CO5S2 in total in a non-equilibrium geometry.

Properties
net charge	-2
maximum force	3.67	eV/A
HOMO (spin up / spin down)	1.49 / 0.58	eV
HOMO-LUMO gap (spin up / spin down)	4.30 / 5.35	eV

Structure (XYZ):
```
8
CO5S2, DFT ωB97M-V/def2-TZVPD
C 0.5742 0.5123 0.2780
O -3.1093 -0.2474 1.1145
O 2.3544 -1.7398 0.3473
O 0.4621 1.6454 0.6650
O -3.1963 0.3415 -1.2475
O 2.8420 0.1456 -1.1764
S -2.4456 -0.4276 -0.2064
S 2.5184 -0.2300 0.2255
```

Record 3
The following is a DFT calculation (ωB97M-V/def2-TZVPD) of the molecule C2H3ClIN in a non-equilibrium geometry.

Properties
SMILES	C/N=C(/Cl)I
maximum force	3.91	eV/A
HOMO	-9.49	eV
HOMO-LUMO gap	9.09	eV

Structure (XYZ):
```
8
C2H3ClIN, DFT ωB97M-V/def2-TZVPD
C -1.1334 0.3923 -0.0450
N -0.0713 -0.6122 -0.0163
C 1.1562 -0.6497 0.0661
Cl 2.0388 -2.1045 -0.0171
I 2.2868 1.3654 -0.0507
H -2.0614 -0.2691 -0.1858
H -0.9695 1.0925 -0.8389
H -1.2464 0.7854 1.0878
```

Computed ΔE to the lowest compared entry with this formula, charge and spin (kcal per mole) in order:
14.7; 64.0; 11.8